120
Properties=species:S:1:pos:R:3:forces:R:3:mulliken_charge:R:1 method="wB97M-V/def2-TZVPD" smiles="CCCCCCCCC[C@H](O[C@@](CC=O)([PH2]=O)P(C)O)[C@@H](O[C@@H](CCCCO)NCC)[C@@H](F)CC.c1ccncc1.c1ccncc1.c1ccncc1" homo_lumo_gap_ev=8.439 e_homo_ev=-8.07
H -4.044590 -5.067477 6.120648 0.0 0.0 0.0 0.268
H -0.488428 -1.874757 5.485433 0.1 -0.9 0.9 0.146
C 0.698161 -3.701650 5.062222 -0.9 0.3 1.2 -0.395
C -1.510810 3.098372 3.210193 0.5 0.2 0.2 -0.157
C 1.367383 0.526982 3.520545 1.2 1.9 0.5 0.554
C -2.976682 6.846379 -9.377283 -0.1 0.0 0.1 -0.443
H 1.357909 2.347028 -5.698575 0.8 0.7 0.8 0.281
C 0.107446 -1.805940 -1.850070 -0.1 2.0 -0.7 0.600
C 4.964847 -3.332523 -0.337267 -0.4 -1.1 1.1 -0.596
H -4.955027 7.688071 -9.395242 0.0 0.0 0.0 0.360
H 5.567458 -2.935606 1.831514 0.7 0.0 -1.3 0.133
H 0.269167 -0.656177 -3.857849 0.3 -1.1 0.8 -0.265
C 3.184873 0.194059 -2.888373 0.8 0.9 0.3 -0.867
H -0.424740 0.922010 -0.396686 -1.0 -0.7 0.8 0.139
N -1.946002 6.580994 -7.219470 -0.5 0.2 -0.4 -0.324
H 4.909541 -2.634785 -1.227413 0.2 -1.1 1.0 0.086
H 0.335178 -3.954389 -0.096857 0.2 0.8 -0.9 -0.058
H -2.880675 -4.578739 8.273106 0.0 0.0 -0.1 0.417
H 3.148124 -0.436550 3.292192 -0.6 0.3 -0.6 0.328
H 0.741790 1.126076 2.790698 0.2 -1.0 1.1 -0.036
C 0.396706 -1.691977 -3.421607 -0.8 -1.7 -0.5 -0.095
H 0.704597 -4.376195 -2.317615 -0.2 0.7 0.5 0.079
O 1.578106 -2.127366 1.195301 1.7 0.3 0.9 -0.026
H 1.975746 -1.852767 5.407140 0.0 -1.2 -0.6 0.336
H -3.041772 7.184461 -5.591555 -0.1 0.0 0.0 0.358
C -0.709909 -2.615638 -4.154353 0.6 -2.0 -1.3 -0.144
H 1.905900 1.918491 -2.053548 0.7 -0.7 -1.4 0.231
C 2.792516 -2.138156 0.430942 -0.2 -0.7 -1.5 -0.067
H -0.405530 3.987928 -6.346440 -0.3 0.4 1.5 0.295
H -2.233463 0.878607 0.039982 1.1 -0.9 -0.3 0.381
F 2.828224 -4.479032 -0.576338 0.1 1.1 0.9 -0.394
H 2.120037 4.029393 -5.650648 -0.3 -1.3 0.8 0.415
H 3.741234 -2.604518 3.386650 -1.3 -0.1 0.1 0.195
C -2.435186 4.398144 5.409658 -0.1 -0.1 -0.1 -0.425
H 0.732682 -1.734465 3.042207 1.2 -0.2 -1.1 0.014
H 4.232386 0.554597 -3.193424 -1.4 -0.6 0.4 0.613
H -1.096976 2.587333 2.346750 -0.1 0.0 0.0 0.491
H 3.590676 -1.413154 0.793041 -1.2 -0.9 0.0 0.297
H 3.672738 -4.098313 1.280401 -0.6 0.6 -1.1 0.279
C 5.970350 -2.782289 0.778648 -0.3 1.0 -0.8 -0.808
C -3.055479 7.099818 -6.673469 0.5 -0.2 -0.1 -0.069
C -4.174651 -5.715210 6.978059 -0.1 -0.1 0.0 -0.198
H 2.570904 -2.378657 -1.867313 -0.6 0.7 1.0 0.720
C -4.157948 7.508639 -7.406509 0.0 0.0 -0.1 -0.529
C -1.928868 6.464125 -8.555192 0.1 0.0 0.5 -0.244
H 3.264581 1.205061 4.651330 -1.2 0.2 -0.5 0.438
H 0.284151 -2.672156 6.996961 -1.0 -0.1 -1.2 0.216
C -1.085809 4.278813 5.118623 0.3 -0.2 -0.3 -0.209
H -2.496437 3.493295 -7.281502 0.2 -0.9 1.1 0.227
C -4.987198 -6.836939 6.912103 0.0 0.0 -0.1 -0.361
P -1.602173 -0.948736 -1.569399 -2.2 -0.5 1.0 -0.119
C 3.312066 -0.320425 -1.380853 -0.9 0.1 -0.5 -0.753
H 6.057225 -1.649499 0.608693 0.0 -1.5 0.5 0.226
C 1.743974 3.160895 -5.005185 -0.6 0.5 0.8 -0.783
C 2.062926 -2.888220 4.941946 0.8 -0.6 -0.3 -0.720
H -0.984495 5.217345 -5.046752 0.4 -1.5 -0.8 -0.031
H -1.098078 -0.360994 0.834893 -0.1 0.8 -1.5 0.198
H 7.008832 -3.221633 0.635298 -1.4 0.5 0.4 0.331
H 5.309700 -4.386057 -0.629635 -0.5 1.6 0.1 0.508
C 2.890771 2.624085 -3.996813 -1.4 -0.2 -1.0 -0.834
C 0.459172 3.734106 -4.225957 0.1 0.7 -1.1 -0.251
P -0.156000 -3.631983 -1.419358 -2.3 -2.0 0.5 0.658
H 0.799914 4.708486 -3.723663 -0.5 -1.5 -0.3 0.353
H 3.252807 3.511445 -3.388281 -0.2 -1.2 -0.7 0.269
H 1.247960 1.211529 -3.589386 1.4 0.1 0.8 -0.706
H 2.844671 -3.454334 5.551598 -1.0 0.9 -0.7 0.334
H -2.902361 -0.181341 -3.257214 0.6 -0.2 0.5 0.296
N -3.647147 -6.199116 9.274994 -0.3 -0.2 -0.5 -0.548
H 3.700908 2.196120 -4.685794 -0.8 0.6 1.3 0.379
H -4.518720 -7.869321 10.091058 0.0 0.0 -0.1 0.349
N -0.607346 3.641568 4.040032 -0.6 0.0 0.1 -0.347
C -2.880270 3.165452 3.409516 0.0 0.0 0.1 -0.554
H -0.333870 4.710380 5.771372 -0.1 0.0 0.0 0.356
C -5.125067 -7.637689 8.036325 0.0 0.1 -0.1 -0.301
H -1.723696 1.865624 -6.731378 -1.2 1.1 -0.1 0.276
O 1.033404 -1.098412 -0.996927 0.6 -1.4 -1.7 0.117
C 2.383809 -1.606566 -1.059653 1.7 1.6 0.8 -0.888
C -2.060465 3.245611 -5.031369 -0.2 0.3 -1.3 0.214
O -1.519357 -3.564901 6.312513 0.3 1.2 -0.7 -0.393
C -3.347663 3.828950 4.533967 -0.1 0.0 0.0 -0.239
C 2.232262 1.479295 -3.061957 -0.2 0.0 -0.7 0.543
H -2.936840 3.872306 -4.658939 1.3 -0.6 -0.3 0.296
H 2.378397 -3.808200 2.963645 0.6 1.4 0.7 0.284
C -1.295868 0.251344 -0.110216 0.5 0.4 -0.8 -0.664
C 2.623766 -2.790357 3.434766 -1.4 -0.5 -0.4 -0.661
C -3.529144 -5.442192 8.173574 0.1 -0.1 0.6 -0.132
H -2.764068 4.923054 6.297509 0.0 0.0 0.0 0.367
H -3.563536 2.710145 2.703794 0.0 0.0 0.0 0.363
H -5.508103 -7.084880 5.993945 0.0 0.0 0.0 0.360
H -1.889867 2.396959 -4.280142 -0.2 1.1 -1.2 -0.202
O -2.014435 0.023759 -2.915632 1.2 0.1 0.7 -0.376
H -2.229477 -3.094494 5.825564 0.7 -0.6 0.5 0.315
H -5.750550 -8.521258 8.020916 0.0 0.0 0.0 0.359
H 0.172165 -3.909367 4.079962 0.7 0.4 1.0 0.158
C -4.112990 7.378411 -8.786393 -0.1 0.0 -0.1 -0.169
C -4.440081 -7.276920 9.185187 0.3 0.4 0.2 -0.223
C -0.731446 4.122260 -5.262045 -0.1 0.0 1.3 -0.334
O -1.612315 -4.111791 -1.500581 2.4 1.1 -0.3 -0.733
H 2.481192 2.539283 3.673882 -0.3 -1.3 0.7 0.264
H 0.015850 3.010243 -3.476271 0.8 0.9 -0.7 0.059
H -5.028891 7.918588 -6.911038 0.1 0.0 0.0 0.356
H -1.020362 6.039265 -8.969989 0.0 0.0 0.0 0.351
H 1.734253 1.996734 5.249555 0.6 -0.6 -1.4 0.262
H 2.936634 -0.650307 -3.605863 0.1 1.1 0.9 0.233
O -0.390553 -3.589219 -4.859985 -0.5 2.7 1.8 -0.519
H -1.836480 -2.442516 -4.015757 1.5 0.2 0.1 0.255
H 0.772132 -0.011747 4.322044 0.4 0.4 -1.2 -0.270
H -4.412273 3.902021 4.725912 0.1 0.0 0.0 0.370
C -0.287980 -2.852569 6.024815 1.0 -0.5 -0.8 -0.439
H 2.937908 0.532194 -0.712592 0.6 -1.3 -0.6 0.276
H 1.396504 -2.181014 -3.688991 -1.4 0.8 0.3 0.438
C -2.489609 2.683192 -6.485205 -0.1 -0.6 0.9 -1.102
H -3.548867 2.249608 -6.469599 1.5 0.3 0.0 0.342
H 4.408939 -0.503462 -1.163022 -1.3 0.0 -0.1 0.307
H 0.809925 -4.713439 5.589577 0.2 1.4 -0.9 0.433
N 2.285516 -0.335832 2.727649 0.1 -1.3 1.1 0.047
C 1.776455 -1.722374 2.559454 -0.7 -0.4 1.8 -0.201
C 2.264888 1.618883 4.308375 -0.3 0.4 0.1 -1.183
C 3.494632 -3.561659 0.301133 1.9 0.6 -0.5 0.214
H -2.906350 6.730436 -10.451374 0.0 0.0 0.0 0.366

***

78
Properties=species:S:1:pos:R:3:forces:R:3:mulliken_charge:R:1 method="wB97M-V/def2-TZVPD" charge=-1 homo_lumo_gap_ev="6.392 / 6.393" e_above_lowest_ev=1.231 e_homo_ev="-4.43 / -4.43"
C 5.240902 -1.883457 -0.074667 -0.1 0.0 0.0 -1.278
C -5.150819 -0.348499 0.334604 0.1 0.0 0.1 0.504
O 2.031668 -1.705732 0.055691 0.0 0.0 0.0 -0.939
C 4.833114 -1.142939 1.190858 -0.1 -0.1 -0.1 0.365
C -1.021282 2.513467 2.793088 0.0 -0.1 -0.1 0.407
C 0.880431 -2.479978 3.890236 0.0 -0.1 -0.1 -1.131
F -6.632588 -4.068844 -0.440154 0.0 0.0 0.0 -0.320
H 0.916163 -3.188146 4.720361 0.0 0.0 0.0 0.496
C -1.651216 -0.730196 -3.511591 0.1 0.1 0.0 0.078
O 1.673817 -0.248191 3.236637 -0.1 0.0 0.0 -0.415
H 4.016444 -1.494999 3.154146 0.1 -0.1 -0.2 0.045
C 3.337912 1.551856 -1.636849 0.0 0.0 0.0 0.872
H 2.625860 3.318950 -2.634546 0.0 0.0 0.0 0.409
C -4.304476 -1.438912 0.619058 -0.1 0.0 -0.2 -0.079
C 1.445043 -1.152420 4.357430 -0.2 0.0 -0.1 0.479
H -0.085792 3.528397 1.131321 0.0 0.0 0.1 0.126
H 6.011813 -2.617197 0.168840 0.0 0.0 0.0 0.494
H -1.833999 2.588922 -4.219541 0.0 0.0 0.0 0.471
N -2.452274 2.665429 -7.605809 0.0 0.0 0.1 -0.558
C -2.298703 1.920489 -6.742175 0.0 0.0 0.0 -0.149
C 2.279985 2.305818 -2.415250 -0.1 0.0 0.0 -1.088
O 3.867441 -0.092159 0.924369 0.1 0.0 -0.1 -0.490
C 0.595199 -0.491224 5.428103 0.0 0.0 -0.1 -1.442
H 3.431558 -2.613385 1.899805 0.1 0.0 0.0 0.065
O 0.034449 1.561821 3.096680 0.2 0.0 0.0 -0.324
H -1.891610 -2.308268 -4.950685 0.0 0.0 0.0 0.499
C 1.479066 0.917614 0.870545 -0.1 0.1 0.0 0.000
H 0.995368 0.488778 5.692776 0.0 0.0 0.0 0.303
C -6.422442 -0.487140 -0.178310 0.0 0.1 0.0 -0.268
H 4.456403 0.835909 -3.319922 0.0 0.0 0.0 0.322
H 5.687952 -0.590024 1.574089 0.1 0.0 0.1 0.351
C -1.846003 1.517406 -4.376008 0.0 0.0 -0.1 -1.069
F -4.697509 0.894019 0.591754 0.0 0.1 0.0 -0.280
C -6.934775 -1.739637 -0.446627 -0.1 0.0 0.0 0.738
C -1.881380 -1.237482 -4.785635 0.0 0.0 -0.1 -0.809
C 4.632771 1.412728 -2.409148 0.1 -0.1 0.0 -1.551
N -2.499576 -1.365617 -8.213164 0.0 0.0 0.1 -0.556
C -2.329629 -0.918635 -7.166343 0.0 0.0 -0.1 -0.153
H 0.583633 -1.120628 6.319781 0.0 0.0 0.0 0.503
O 2.842183 0.220534 -1.367476 -0.1 0.0 0.0 -0.377
S -1.286889 1.234989 -1.702468 0.2 0.3 0.1 -0.591
F -7.177334 0.599065 -0.416078 0.0 0.0 0.0 -0.327
H 1.473217 -2.877836 3.061900 -0.1 0.0 0.1 0.181
H -0.433038 -0.370705 5.081920 0.0 0.0 0.0 0.252
H 5.647292 -1.195414 -0.817857 0.0 0.0 0.0 0.238
F -8.176916 -1.883792 -0.945378 0.0 0.0 0.0 -0.333
H 0.468797 4.077210 2.733258 -0.1 0.0 0.0 0.366
F -4.149096 -3.799547 0.564304 0.0 0.0 0.0 -0.330
C -4.876091 -2.693798 0.328683 0.2 0.0 0.1 0.291
H 5.015422 2.397146 -2.685578 0.0 0.0 0.0 0.415
H 0.728495 1.241973 0.142499 0.1 0.0 -0.1 -0.807
H 2.451676 -1.305105 4.735954 0.1 0.0 0.1 0.299
C -2.139388 1.928804 1.956959 0.0 0.0 0.1 -0.701
H 1.338925 2.364062 -1.866370 0.1 0.0 0.0 0.031
O -0.503745 -0.665778 1.892465 0.1 0.5 0.2 -1.070
H 5.078427 -2.786838 2.550728 0.0 0.0 0.0 0.550
H 2.075325 1.789468 -3.356218 0.0 0.0 0.0 0.288
C -1.632667 0.654509 -3.310966 0.1 0.0 0.0 0.590
C -0.397572 3.743006 2.158582 0.1 0.0 0.0 -1.343
H -1.405418 2.766821 3.779273 0.0 0.1 0.1 0.360
C 4.303237 -2.071010 2.269190 0.0 0.1 0.1 -0.879
H -0.150603 -2.375930 3.550527 0.1 0.0 0.0 0.250
C -2.097813 -0.375418 -5.856709 0.0 -0.1 0.0 0.629
P 0.544151 0.300313 2.280971 -0.1 -0.1 -0.1 0.940
O -3.117743 -1.295632 1.118297 0.6 -0.2 -0.2 -0.544
Pt -1.564099 -0.519290 -0.354302 -0.9 -0.1 0.2 1.966
H 5.387050 0.900953 -1.809220 0.0 0.0 0.0 0.302
H -2.948114 2.656991 1.874512 0.0 0.0 0.0 0.639
S -1.278712 -1.759538 -2.158057 -0.3 -0.4 -0.1 -0.364
H 3.542669 2.051717 -0.686577 0.0 0.0 0.0 0.224
H 4.384761 -2.406880 -0.503826 0.0 0.0 0.0 0.281
C -6.145790 -2.842143 -0.186755 0.0 -0.1 0.0 0.123
P 2.525118 -0.330626 0.088392 0.1 0.1 0.0 1.265
H 2.100936 1.770214 1.147907 0.0 0.0 0.1 0.793
H -2.540659 1.003953 2.373773 0.1 0.0 -0.1 0.255
C -2.081594 1.011705 -5.652236 0.0 0.1 0.1 0.443
H -1.798755 1.731616 0.938156 0.0 0.0 0.0 -0.397
H -1.128551 4.552313 2.124049 0.0 0.0 0.0 0.464

***

12
Properties=species:S:1:pos:R:3:forces:R:3:nbo_charge:R:1 method="wB97M-V/def2-TZVPD" smiles="C1=C=NC=NC=1.N" homo_lumo_gap_ev="8.291 / 8.292" e_above_lowest_ev=4.823 e_homo_ev="-7.95 / -7.95"
H 2.071706 1.007301 1.540462 -0.1 0.0 0.0 0.390
C 0.065943 0.197471 -1.144832 0.0 0.0 0.1 -0.006
N -1.304718 -1.862801 0.218589 0.1 0.3 -0.1 -0.455
H 0.626863 0.950569 -1.699957 -0.2 -0.2 0.1 0.201
C -1.361595 -1.610019 -1.101132 0.0 0.0 0.0 0.226
H -2.012231 -2.278219 -1.668184 0.2 0.2 0.0 0.187
H 1.320535 2.395783 1.049176 -0.1 -0.2 0.0 0.384
N -0.729449 -0.659481 -1.805193 0.1 0.0 0.3 -0.443
C 0.077424 -0.028408 0.203406 -0.1 -0.1 0.0 0.059
H 0.614601 1.415160 2.187136 0.0 0.0 -0.2 0.397
C -0.525871 -0.943919 0.861035 0.2 0.2 -0.3 -0.002
N 1.170305 1.427952 1.335251 0.0 0.0 0.0 -0.939

***

56
Properties=species:S:1:pos:R:3:forces:R:3:mulliken_spin:R:1 method="wB97M-V/def2-TZVPD" s_squared=16.0526 homo_lumo_gap_ev="7.164 / 6.965" multiplicity=8 e_homo_ev="-6.85 / -6.85"
C -0.702302 -4.016467 1.398486 0.1 -0.2 0.0 0.010
C -0.998708 0.259295 -3.131170 0.0 -0.1 -0.3 -0.001
H -0.703095 -0.723067 -3.520119 0.2 0.1 0.2 0.006
C 0.795435 1.760786 -3.940671 -0.7 -0.2 -0.2 -0.002
H 2.319781 1.792082 3.026891 0.3 -0.2 -0.1 0.000
H -0.496895 2.886776 3.274554 1.8 0.0 -1.7 0.000
C -1.166410 -2.783433 3.512988 0.0 -0.1 0.2 0.001
H 0.552097 3.190752 2.006037 0.8 2.7 -1.9 0.000
H -3.260305 -4.070530 2.443426 -0.1 0.1 -0.1 0.000
H -2.182185 -2.362007 -2.449375 -0.3 0.2 0.1 0.000
C 1.906578 2.562162 -3.735895 0.9 0.0 1.0 0.002
P 2.432632 0.553998 0.950511 -0.4 -0.8 0.2 0.050
H 3.741332 -1.534685 0.906403 0.0 0.3 -0.1 0.001
H -3.585260 -1.451177 -3.108747 0.2 -0.1 0.2 0.001
H 2.374373 3.085917 -4.562144 -0.1 0.0 0.0 0.000
H 2.041138 3.164041 0.666584 0.3 -0.6 -0.7 0.000
H -4.136576 1.186808 -1.182583 0.2 0.0 -0.3 0.001
P -2.117771 -0.049455 -1.724562 -0.7 -0.1 -0.5 0.039
H -3.268569 -3.363611 0.823597 0.1 0.1 0.1 0.001
O -1.147646 -1.668025 1.409943 -0.7 -0.8 0.5 0.130
O 1.745042 3.901482 1.262323 -0.7 2.7 0.6 0.000
C -1.512684 -2.891392 2.034403 0.4 0.7 -0.3 0.013
H -3.570068 -1.967704 -1.388427 0.3 0.1 -0.4 -0.001
N 0.727735 1.197115 -1.598536 -0.3 0.3 -0.8 0.051
H 3.725753 -0.715003 -0.676400 0.0 0.1 0.3 0.000
H -0.096474 -2.616485 3.655925 0.0 0.0 -0.1 0.000
H -2.986676 2.170671 -2.116985 -0.1 -0.2 0.0 0.000
H 4.742953 -0.067983 0.651730 -0.1 -0.2 -0.1 0.001
Gd -0.227439 -0.182550 0.333448 0.4 -0.6 1.2 6.387
O 0.291746 2.640683 2.699852 -2.9 -3.1 4.7 0.001
H -1.429374 -3.707272 4.024830 0.0 -0.1 0.1 0.000
H 3.601655 2.213980 -0.180017 -0.8 0.3 -0.2 0.000
C 3.786205 -0.553951 0.408260 0.2 -0.3 0.1 0.001
C 0.230635 1.113285 -2.847748 -0.1 0.3 -0.4 -0.010
H 3.003571 0.157499 3.275274 0.0 0.3 -0.3 0.000
H 4.022326 1.426674 2.511739 -0.2 0.0 0.3 0.000
C 1.865354 1.928606 -1.406872 0.8 -0.7 1.2 -0.006
H 1.359778 4.604054 0.713834 0.4 -0.3 0.1 0.000
H -0.777607 1.540129 1.570486 -0.3 1.1 0.7 0.016
C -2.947781 -1.604670 -2.224028 -0.1 -0.2 0.1 0.000
C -3.004207 -3.172385 1.870520 -0.2 -0.1 0.0 -0.003
H -0.915980 -4.966614 1.892106 0.0 -0.1 0.0 0.001
H -3.620806 -2.345240 2.242534 0.2 -0.1 0.0 0.001
H -1.608975 0.701494 -3.927979 0.3 0.1 0.0 0.000
H -1.709742 -1.964509 3.988222 0.0 0.0 -0.1 0.000
C 3.000359 1.037459 2.610553 0.2 0.2 0.1 -0.005
H -1.370107 1.494578 1.140088 -1.0 0.6 0.0 -0.007
H -0.949970 -4.120376 0.337897 0.1 0.1 0.1 -0.001
H -3.990241 0.942456 -2.947688 0.2 0.1 0.2 0.000
H 0.594831 -1.392689 -0.663351 0.9 -1.7 -1.6 0.329
H 3.346686 3.222909 -2.264540 0.1 0.0 0.0 0.000
C 2.520512 1.942250 -0.111900 1.4 -0.7 -1.2 0.004
H 0.372199 -3.822783 1.489239 -0.2 0.1 0.0 -0.002
C 2.470744 2.625277 -2.462561 -0.8 0.3 -1.4 -0.004
C -3.433871 1.172492 -2.028149 -0.3 0.3 0.2 -0.003
H 0.346277 1.638355 -4.932235 0.2 0.1 0.4 0.000